Record 1
93
Properties=species:S:1:pos:R:3:lowdin_charge:R:1 method="wB97M-V/def2-TZVPD" homo_ev=-15.28 orbital_gap_ev=6.440 multiplicity=1 de_lowest_kj_mol=69.3 total_charge=+3
I 1.25885 -0.61402 -2.89309 1.096
Sn -0.54461 -2.00737 -0.79995 1.154
Se -0.70084 0.43014 2.59872 1.170
S -3.12607 -1.67763 -3.04302 0.939
P 0.32458 1.32704 -0.29136 0.941
O 0.39963 -3.78565 -1.21804 -0.309
O -1.88513 -2.39946 -2.42683 -0.777
N 0.53784 -5.54432 -2.65047 -0.049
N 2.43445 -4.67129 -1.61856 -0.053
C 2.89421 4.45064 -0.80881 -0.026
C -1.39868 1.16259 4.15272 -0.463
C 1.11741 -4.66476 -1.83954 -0.417
C 3.29712 -5.71769 -2.18446 -0.116
C -1.16410 1.79320 -1.23988 -0.427
C 2.99927 -3.77736 -0.61228 -0.003
C -2.41555 2.30506 6.48476 -0.207
C 2.94760 0.41756 -2.11489 -0.547
C -3.60351 1.65940 2.94609 -0.052
C -0.91047 -5.66512 -2.76060 0.000
C -0.62461 1.12216 5.34565 -0.274
C -1.15430 1.70275 6.48042 0.017
C -1.12975 2.64385 -2.34372 -0.082
C 2.85518 1.71817 -1.53545 -0.207
C -2.95159 2.91250 7.74263 -0.014
C 1.30446 -6.58166 -3.35615 -0.118
C -3.75859 -2.91071 -4.15858 -0.211
C -2.43548 -0.52513 -4.20991 -0.230
C -3.52094 2.45906 -2.58345 -0.062
C 1.18399 3.07015 3.31587 -0.064
C -3.56421 1.59591 -1.49509 -0.079
C 0.16579 3.97545 3.50034 0.010
C 1.72959 3.67782 -0.65969 -0.069
C 2.74645 -6.15898 -3.52332 -0.132
C 1.69163 2.33616 -0.96570 -0.334
C 4.04939 3.83793 -1.19416 0.013
C 1.10933 2.17709 2.24836 -0.194
C 0.69885 0.41671 5.43116 -0.052
C -0.93651 3.28525 1.47096 -0.110
C 4.12609 -0.14515 -2.51679 -0.155
C -2.30383 2.97323 -3.01079 -0.052
C -3.17277 2.29407 5.31283 0.018
C -2.39113 1.25527 -0.83283 -0.156
C -0.89191 4.09363 2.56641 -0.021
C 4.06401 2.46903 -1.56004 -0.142
C 0.02700 2.24059 1.30769 -0.573
C -2.70073 1.72501 4.14448 -0.272
C 5.28256 1.87175 -1.96996 0.009
C 5.32822 0.57829 -2.39398 -0.039
H 6.25873 0.12254 -2.70153 0.125
H -2.96693 -3.23646 -4.83056 0.075
H -2.25140 3.64673 8.14350 0.100
H -1.40443 -5.00813 -2.05459 0.072
H 2.76520 -2.73619 -0.83485 0.058
H -4.51263 1.20219 -1.15170 0.119
H -4.13458 -3.73567 -3.55700 0.075
H -1.19454 -6.69617 -2.55018 0.111
H -1.63827 4.86367 2.71082 0.134
H -0.58436 1.67173 7.40134 0.136
H 0.84884 4.15819 -0.24931 0.114
H -2.43749 0.61023 0.04069 0.070
H -1.70452 3.40615 0.71811 0.117
H -1.94305 0.26418 -3.64130 0.020
H 4.14407 -1.12318 -2.97829 0.092
H -1.22891 -5.41780 -3.77409 0.100
H 1.42203 0.79751 4.70989 0.057
H 2.81938 -5.34042 -4.24215 0.129
H -0.18957 3.06571 -2.67610 0.109
H -3.91161 3.39689 7.58131 0.088
H -4.43541 2.74018 -3.08939 0.122
H -2.26784 3.64828 -3.85597 0.123
H 4.07906 -3.89422 -0.62670 0.102
H -3.78508 0.62372 2.65476 0.086
H 3.36132 -6.55716 -1.48699 0.145
H 1.91350 1.47419 2.06419 0.121
H -3.26005 -0.09268 -4.77789 0.087
H 1.12174 0.52916 6.42671 0.094
H 0.82648 -6.73314 -4.32364 0.137
H 6.18191 2.47373 -1.94812 0.133
H 2.87843 5.50429 -0.56720 0.124
H 2.02022 3.03010 3.99933 0.131
H 4.29505 -5.29805 -2.29418 0.131
H 1.22560 -7.51766 -2.79716 0.144
H -4.58365 -2.46057 -4.71219 0.082
H -4.56432 2.11561 3.17383 0.094
H -3.07907 2.14265 8.50600 0.105
H 2.63849 -4.02363 0.38701 0.107
H -3.18127 2.17740 2.08345 0.053
H 4.97741 4.39320 -1.24621 0.133
H -4.16839 2.71980 5.32569 0.130
H 0.58184 -0.64998 5.23620 0.091
H -1.74189 -1.04535 -4.86968 0.074
H 3.32988 -6.99223 -3.91090 0.136
H 0.19189 4.64953 4.34738 0.135

Record 2
44
Properties=species:S:1:pos:R:3:nbo_charge:R:1 method="wB97M-V/def2-TZVPD" homo_ev=-7.69 smiles="O=C(c1ccc([N+](=O)[O-])cc1)N1CCN(c2cccc3[nH]ccc23)CC1" orbital_gap_ev=7.050 multiplicity=1 de_lowest_kj_mol=482.4 total_charge=0
O 2.90900 5.98395 -0.83924 -0.376
O 3.75837 4.48885 -2.12671 -0.375
O 1.78660 0.03753 2.80218 -0.605
N -1.35985 -1.13468 0.66812 -0.447
N 3.12303 4.83225 -1.15281 0.516
N -0.34047 0.56487 2.25162 -0.419
N 0.13768 -2.73454 -3.45282 -0.521
C 1.29115 3.15831 1.60012 -0.200
C 0.31302 -1.10175 -1.94565 -0.334
C -1.74192 0.20699 0.28092 -0.219
C 1.50264 1.81824 1.28272 -0.087
C 2.28653 1.47789 0.18386 -0.188
C -1.75607 -1.42433 2.02590 -0.230
C -1.55748 -4.16388 -2.31162 -0.263
C 2.81775 2.46434 -0.62331 -0.196
C -2.31026 -4.24223 -1.16304 -0.196
C -0.65781 -2.03295 -1.47485 -0.067
C 1.82844 4.15161 0.80574 -0.198
C 0.76811 -1.56387 -3.14166 -0.010
C -0.73333 -3.05244 -2.45198 0.137
C -0.87289 -0.57693 2.96735 -0.227
C 2.57800 3.79708 -0.31025 0.072
C -1.45198 -2.12776 -0.31463 0.182
C 1.00027 0.71629 2.17030 0.669
C -1.30721 1.19391 1.38735 -0.230
C -2.26303 -3.24419 -0.18816 -0.285
H -0.01529 -1.15109 3.32242 0.249
H -1.59562 -4.93204 -3.06877 0.212
H -1.26214 0.44935 -0.66592 0.214
H 0.65208 -0.21388 -1.45070 0.220
H -1.45067 -0.23137 3.83149 0.193
H 0.71371 3.41825 2.47468 0.227
H -2.96487 -5.08704 -1.00821 0.212
H -1.58991 -2.48046 2.23400 0.226
H -2.82169 -1.19644 2.19643 0.167
H 1.67837 5.19665 1.03006 0.251
H -0.89408 2.10011 0.94678 0.230
H 0.29681 -3.28331 -4.28006 0.414
H -2.16809 1.47220 2.00468 0.198
H -2.89426 -3.35402 0.68067 0.209
H 2.47952 0.43673 -0.02453 0.238
H -2.83430 0.28316 0.13502 0.174
H 3.41826 2.22419 -1.48731 0.251
H 1.50390 -1.14353 -3.80019 0.212

Record 3
67
Properties=species:S:1:pos:R:3:nbo_charge:R:1 method="wB97M-V/def2-TZVPD" homo_ev=-8.38 smiles="C#CCCCc1c(OCCC)cc2nc([PH2]=N)cnc2c1CCN.O.O.O.O.O.O" orbital_gap_ev=7.226 multiplicity=1 de_lowest_kj_mol=887.4 total_charge=0
P -2.42495 -6.85635 -0.61976 1.217
O 1.62837 -0.37011 1.92280 -0.576
O 0.32324 5.17398 0.96161 -0.943
O 4.20876 -0.92175 -1.73659 -0.938
O -5.40669 2.27519 1.22158 -0.958
O -6.81839 3.90684 3.56846 -0.943
O 2.67479 2.47313 2.63336 -0.940
O 1.56334 3.70773 -2.31046 -0.944
N -1.89277 -2.91583 -2.33742 -0.407
N -3.60900 -7.05634 -1.72112 -1.324
N -0.95935 -4.55795 0.26640 -0.373
N 1.32977 0.10524 -3.66450 -0.868
C 2.98118 -0.24386 1.36786 -0.109
C -0.62676 -0.81061 -1.48655 -0.040
C 5.33526 0.33397 2.34568 -0.636
C -1.02957 2.29184 1.36719 -0.459
C 0.26950 -0.10384 -0.37479 -0.003
C 0.01215 0.80333 -3.57880 -0.226
C -0.63948 2.32564 -0.23677 -0.398
C -2.27762 -4.28006 -2.08420 0.005
C -2.08118 1.10215 1.67728 -0.047
C -1.81378 -5.03976 -0.79301 -0.150
C -1.14420 -0.00653 -2.78568 -0.477
C 0.72441 1.43853 -0.42775 -0.495
C 4.15722 -0.80843 2.31837 -0.438
C 0.31981 -2.43070 1.01829 -0.254
C -0.62153 -3.18186 -0.04602 0.099
C -1.05658 -2.34566 -1.29696 0.221
C -2.59718 -0.09510 1.92399 -0.277
C 0.77106 -0.94248 0.89129 0.308
H -2.98328 -7.12944 0.67386 -0.007
H -1.54632 1.87666 -0.77669 0.224
H -2.96594 -4.81232 -2.82725 0.271
H 2.04712 3.05650 2.18540 0.475
H 2.12863 1.73921 2.94921 0.481
H 4.91117 1.40570 2.37344 0.232
H -6.13902 1.71627 0.93171 0.472
H 1.95156 3.87356 -3.18005 0.480
H -0.54202 5.15253 1.39046 0.472
H 3.82973 -1.07777 3.38610 0.227
H -1.37767 -7.77873 -0.98952 -0.021
H 3.47892 -1.48852 -2.02046 0.473
H 1.29454 1.72112 -1.40067 0.262
H 2.06022 0.56987 -3.10448 0.372
H 3.20183 0.88178 1.17350 0.207
H 0.66769 -3.01743 1.96021 0.244
H 1.26439 -0.90538 -3.47677 0.367
H -6.42538 4.07151 2.70086 0.479
H 6.05229 0.19062 3.24860 0.214
H -1.96262 0.78053 -2.51544 0.230
H -0.37586 0.93311 -4.67031 0.188
H -1.65577 -0.69548 -3.57375 0.254
H 2.97244 -0.74587 0.30927 0.214
H 0.20268 5.78661 0.22403 0.479
H 1.41497 1.75151 0.43812 0.231
H -1.53747 3.27337 1.69912 0.222
H 5.97610 0.26912 1.38039 0.204
H -4.49113 -7.32226 -1.25477 0.370
H 2.29059 3.87117 -1.69482 0.478
H -6.09424 4.06633 4.18681 0.463
H 4.91754 -1.54272 -1.52341 0.473
H 4.63003 -1.71052 1.75443 0.208
H -4.70142 1.64650 1.43240 0.486
H -0.05020 2.19428 1.95687 0.227
H -3.36346 -0.87089 2.31491 0.270
H 0.06643 1.86881 -3.14097 0.210
H -0.44691 3.43033 -0.50414 0.243

Please write out number 3 again, unchanged.
67
Properties=species:S:1:pos:R:3:nbo_charge:R:1 method="wB97M-V/def2-TZVPD" homo_ev=-8.38 smiles="C#CCCCc1c(OCCC)cc2nc([PH2]=N)cnc2c1CCN.O.O.O.O.O.O" orbital_gap_ev=7.226 multiplicity=1 de_lowest_kj_mol=887.4 total_charge=0
P -2.42495 -6.85635 -0.61976 1.217
O 1.62837 -0.37011 1.92280 -0.576
O 0.32324 5.17398 0.96161 -0.943
O 4.20876 -0.92175 -1.73659 -0.938
O -5.40669 2.27519 1.22158 -0.958
O -6.81839 3.90684 3.56846 -0.943
O 2.67479 2.47313 2.63336 -0.940
O 1.56334 3.70773 -2.31046 -0.944
N -1.89277 -2.91583 -2.33742 -0.407
N -3.60900 -7.05634 -1.72112 -1.324
N -0.95935 -4.55795 0.26640 -0.373
N 1.32977 0.10524 -3.66450 -0.868
C 2.98118 -0.24386 1.36786 -0.109
C -0.62676 -0.81061 -1.48655 -0.040
C 5.33526 0.33397 2.34568 -0.636
C -1.02957 2.29184 1.36719 -0.459
C 0.26950 -0.10384 -0.37479 -0.003
C 0.01215 0.80333 -3.57880 -0.226
C -0.63948 2.32564 -0.23677 -0.398
C -2.27762 -4.28006 -2.08420 0.005
C -2.08118 1.10215 1.67728 -0.047
C -1.81378 -5.03976 -0.79301 -0.150
C -1.14420 -0.00653 -2.78568 -0.477
C 0.72441 1.43853 -0.42775 -0.495
C 4.15722 -0.80843 2.31837 -0.438
C 0.31981 -2.43070 1.01829 -0.254
C -0.62153 -3.18186 -0.04602 0.099
C -1.05658 -2.34566 -1.29696 0.221
C -2.59718 -0.09510 1.92399 -0.277
C 0.77106 -0.94248 0.89129 0.308
H -2.98328 -7.12944 0.67386 -0.007
H -1.54632 1.87666 -0.77669 0.224
H -2.96594 -4.81232 -2.82725 0.271
H 2.04712 3.05650 2.18540 0.475
H 2.12863 1.73921 2.94921 0.481
H 4.91117 1.40570 2.37344 0.232
H -6.13902 1.71627 0.93171 0.472
H 1.95156 3.87356 -3.18005 0.480
H -0.54202 5.15253 1.39046 0.472
H 3.82973 -1.07777 3.38610 0.227
H -1.37767 -7.77873 -0.98952 -0.021
H 3.47892 -1.48852 -2.02046 0.473
H 1.29454 1.72112 -1.40067 0.262
H 2.06022 0.56987 -3.10448 0.372
H 3.20183 0.88178 1.17350 0.207
H 0.66769 -3.01743 1.96021 0.244
H 1.26439 -0.90538 -3.47677 0.367
H -6.42538 4.07151 2.70086 0.479
H 6.05229 0.19062 3.24860 0.214
H -1.96262 0.78053 -2.51544 0.230
H -0.37586 0.93311 -4.67031 0.188
H -1.65577 -0.69548 -3.57375 0.254
H 2.97244 -0.74587 0.30927 0.214
H 0.20268 5.78661 0.22403 0.479
H 1.41497 1.75151 0.43812 0.231
H -1.53747 3.27337 1.69912 0.222
H 5.97610 0.26912 1.38039 0.204
H -4.49113 -7.32226 -1.25477 0.370
H 2.29059 3.87117 -1.69482 0.478
H -6.09424 4.06633 4.18681 0.463
H 4.91754 -1.54272 -1.52341 0.473
H 4.63003 -1.71052 1.75443 0.208
H -4.70142 1.64650 1.43240 0.486
H -0.05020 2.19428 1.95687 0.227
H -3.36346 -0.87089 2.31491 0.270
H 0.06643 1.86881 -3.14097 0.210
H -0.44691 3.43033 -0.50414 0.243